The molecule C17H25Cl2N3O4S, computed with wB97M-V/def2-TZVPD.

Bonds (Å) are listed after each position.
Element x y z (Å)
1 C 0.565 2.506 -2.418  C2 1.525, H28 1.087, H29 1.087, H30 1.087
2 C 1.137 1.098 -2.287  C1 1.525, N3 1.446, H31 1.094, H32 1.095
3 N 0.430 0.236 -1.365  C2 1.446, C4 1.442, S17 1.649
4 C -0.879 -0.264 -1.704  N3 1.442, C5 1.535, H33 1.093, H34 1.094
5 C -2.071 0.682 -1.499  C4 1.535, O6 1.215, N7 1.341
6 O -3.095 0.519 -2.132  C5 1.215
7 N -1.889 1.657 -0.596  C5 1.341, C8 1.445, H35 1.008
8 C -2.988 2.457 -0.107  N7 1.445, C9 1.530, H36 1.092, H37 1.097
9 C -3.083 2.407 1.419  C8 1.530, C10 1.536, H38 1.091, H39 1.092
10 C -2.996 0.972 1.958  C9 1.536, N11 1.448, H40 1.093, H41 1.105
11 N -3.736 0.042 1.131  C10 1.448, C12 1.450, C16 1.450
12 C -3.308 -1.335 1.286  N11 1.450, C13 1.529, H42 1.092, H43 1.106
13 C -3.998 -2.176 0.212  C12 1.529, O14 1.410, H44 1.092, H45 1.100
14 O -5.400 -2.097 0.328  C13 1.410, C15 1.409
15 C -5.819 -0.757 0.211  O14 1.409, C16 1.530, H46 1.092, H47 1.100
16 C -5.175 0.119 1.286  N11 1.450, C15 1.530, H48 1.091, H49 1.107
17 S 0.864 0.333 0.223  N3 1.649, O18 1.439, O19 1.430, C20 1.802
18 O 0.940 1.700 0.665  S17 1.439
19 O 0.031 -0.553 0.976  S17 1.430
20 C 2.550 -0.302 0.197  S17 1.802, C21 1.382, C26 1.386
21 C 3.577 0.515 0.629  C20 1.382, C22 1.388, H50 1.079
22 C 4.876 0.028 0.633  C21 1.388, Cl23 1.718, C24 1.390
23 Cl 6.163 1.036 1.162  C22 1.718
24 C 5.141 -1.270 0.211  C22 1.390, C25 1.383, H51 1.079
25 C 4.108 -2.082 -0.217  C24 1.383, C26 1.391, H52 1.078
26 C 2.805 -1.597 -0.227  C20 1.386, C25 1.391, Cl27 1.709
27 Cl 1.512 -2.580 -0.757  C26 1.709
28 H 1.168 3.076 -3.120  C1 1.087
29 H -0.458 2.472 -2.783  C1 1.087
30 H 0.583 3.004 -1.452  C1 1.087
31 H 2.167 1.150 -1.921  C2 1.094
32 H 1.144 0.601 -3.263  C2 1.095
33 H -0.877 -0.604 -2.743  C4 1.093
34 H -1.070 -1.128 -1.061  C4 1.094
35 H -1.029 1.711 -0.072  N7 1.008
36 H -3.890 2.048 -0.565  C8 1.092
37 H -2.862 3.497 -0.433  C8 1.097
38 H -4.021 2.877 1.718  C9 1.091
39 H -2.266 2.984 1.858  C9 1.092
40 H -1.952 0.650 1.946  C10 1.093
41 H -3.338 0.959 3.009  C10 1.105
42 H -2.224 -1.388 1.170  C12 1.092
43 H -3.576 -1.733 2.283  C12 1.106
44 H -3.740 -3.232 0.318  C13 1.092
45 H -3.690 -1.814 -0.779  C13 1.100
46 H -6.906 -0.764 0.310  C15 1.092
47 H -5.536 -0.366 -0.778  C15 1.100
48 H -5.504 1.151 1.158  C16 1.091
49 H -5.494 -0.232 2.286  C16 1.107
50 H 3.339 1.515 0.956  C21 1.079
51 H 6.154 -1.641 0.222  C24 1.079
52 H 4.302 -3.091 -0.545  C25 1.078

The calculation puts the strongest force on any atom at 1.1 eV/Å. Its LUMO energy is 0.000 Eh. As for the structure (SMILES): CCN(CC(=O)NCCCN1CCOCC1)S(=O)(=O)c1cc(Cl)ccc1Cl. For the energy above the lowest of the compared OMol25 structures with the same formula, charge and spin, the calculation gives 0.0 kJ/mol. For the total energy, the calculation gives -2446.58550 a.u. Its net charge is 0. The HOMO-LUMO gap is 8.30 eV.

These are the Mulliken partial charges, in e, on atoms 1 to 2: C -1.12; C -0.50